Record 1
Below is a molecular structure, C19H21I2NO4S, with properties calculated with the ωB97M-V functional and the def2-TZVPD basis.

Values from the calculation:
* HOMO level: -6.88 eV
* orbital gap: 4.7 eV
* charge: 0

XYZ file:
```
48
Properties=species:S:1:pos:R:3:forces:R:3
C -2.504237 2.971377 -0.749774 -0.275 0.862 -0.371
C -1.014888 3.079125 -1.212255 0.587 -1.036 -0.083
I -0.261409 5.094529 -1.541140 -0.703 -1.188 0.331
C -0.173350 2.008411 -1.396531 -1.501 0.289 -0.097
I 1.876651 2.251145 -2.007687 -1.026 -0.592 0.300
C -0.738719 0.578840 -1.118902 0.174 0.189 1.905
C -0.916235 0.216798 0.311062 -0.881 -0.781 -1.364
C -0.492561 1.241025 1.446587 0.784 -1.396 -0.517
C 1.094165 1.212620 1.469048 1.816 -0.383 0.218
C 1.928754 2.402813 1.657094 0.867 -2.508 -0.516
C 3.413227 2.270120 1.628878 -1.298 -1.196 -0.072
C 4.095089 0.987907 1.445422 -2.219 -0.188 -0.421
C 5.641356 0.771445 1.405664 -0.633 -0.609 0.103
C 3.238005 -0.209485 1.251054 -1.395 2.208 0.419
C 1.769556 -0.097064 1.283882 1.848 1.289 0.139
C -1.464737 -1.105418 0.663442 0.370 0.945 -2.725
C -1.796569 -2.020091 -0.473151 1.201 2.693 0.088
C -1.563766 -1.576249 -1.855585 0.104 -1.277 2.280
S -1.966975 -2.814468 -3.151944 0.565 0.577 0.253
N -1.054077 -0.299202 -2.158686 -0.197 -0.441 1.468
C -0.814448 0.104130 -3.562498 1.410 0.496 -1.236
O -1.937306 0.784628 -4.132681 -0.038 -1.768 1.092
O -1.513253 1.858552 -4.897089 1.006 1.318 -0.692
H -3.124368 2.253982 -1.355002 0.900 0.536 0.423
H -2.633786 2.696757 0.332413 0.382 0.253 -1.019
H -2.972354 3.990610 -0.890219 0.460 -1.200 0.214
H -0.926662 0.818533 2.400606 0.567 0.576 -0.915
H -0.895566 2.267635 1.270023 0.505 -0.971 0.167
H 1.425178 3.393597 1.784092 0.716 -0.954 -0.109
H 3.999971 3.210615 1.757193 -0.437 -0.984 -0.110
H 5.880636 0.034759 2.232766 -0.035 1.041 -0.789
H 5.931323 0.233091 0.452457 -0.345 0.789 0.943
H 6.242495 1.710397 1.510785 -0.642 -0.870 -0.027
H 3.702231 -1.215177 1.077814 -0.503 1.127 0.271
H 1.210973 -1.066108 1.161640 0.456 1.309 0.208
H -1.612296 -1.392704 1.750480 -0.064 -0.186 -1.070
H -2.182000 -3.036504 -0.215605 0.366 1.048 -0.604
H -0.753773 -3.453122 -3.375731 -0.675 0.802 0.555
H 0.076280 0.801617 -3.630480 -1.066 -0.714 0.569
H -0.540875 -0.781818 -4.209103 -0.609 0.627 1.093
H -0.791195 1.555126 -5.493327 -0.719 -0.185 0.290
C -2.758268 -5.043760 2.536010 -0.464 -0.105 -0.077
C -1.941543 -3.834617 3.004254 0.098 -0.321 0.060
O -2.593399 -2.769310 3.179415 0.388 0.521 -0.393
O -0.719364 -4.045809 3.156548 -0.104 0.489 -0.187
H -3.814452 -4.790490 2.422846 0.050 0.012 0.028
H -2.380813 -5.395926 1.572082 0.094 -0.114 0.094
H -2.672645 -5.852861 3.263834 0.114 -0.027 -0.118
```
Positions in Å, forces in eV/Å.

---

Record 2
Below is a molecular structure, C19H21IrN4O2S, with properties calculated with the ωB97M-V functional and the def2-TZVPD basis.

Values from the calculation:
* HOMO level (alpha / beta): -18.61 / -18.96 eV
* orbital gap (alpha / beta): 8.1 / 6.8 eV
* <S²>: 0.79
* charge: +3
* spin multiplicity: 2

XYZ file:
```
48
Properties=species:S:1:pos:R:3:forces:R:3
Ir 1.259410 0.012139 -0.767903 -0.275 0.422 0.475
C 4.262628 -1.467859 -0.583743 -0.010 0.006 0.004
C 3.439246 -0.228837 -0.470408 -0.049 -0.037 0.004
C 3.259847 0.649480 -1.586099 -0.101 0.037 0.037
C 2.470508 1.809608 -1.487153 0.032 -0.064 0.039
C 2.220126 2.684786 -2.667811 0.003 0.000 0.002
C 1.848009 2.104234 -0.221331 0.070 -0.111 -0.048
C 2.029459 1.310297 0.922541 0.107 -0.052 -0.073
C 1.397980 1.634433 2.232508 0.004 -0.005 -0.010
C 2.761971 0.083015 0.746758 0.189 0.012 -0.037
H 5.248568 -1.252187 -0.161089 0.007 0.007 -0.018
H 4.407349 -1.768184 -1.619415 -0.007 -0.007 -0.001
H 3.838559 -2.290882 -0.009571 0.006 0.006 0.009
H 3.688505 0.378950 -2.542957 -0.008 0.009 -0.006
H 2.315185 2.138847 -3.604114 0.007 0.003 0.000
H 2.977100 3.475757 -2.663275 -0.009 0.008 0.007
H 1.242417 3.160382 -2.617640 -0.005 -0.007 -0.003
H 1.176065 2.951805 -0.172790 -0.005 -0.004 0.008
H 1.021269 0.739098 2.725429 -0.004 -0.001 -0.004
H 0.602681 2.368739 2.124940 -0.002 -0.001 0.001
H 2.167014 2.067767 2.878868 0.002 -0.002 0.001
H 2.814897 -0.623566 1.566911 0.009 0.010 0.008
N -5.779420 1.658411 3.038873 -0.020 0.009 0.015
C -4.784925 1.245739 2.279421 -0.001 0.010 0.000
C -4.618902 -0.155945 2.017608 -0.101 0.078 0.085
C -3.611767 -0.568071 1.200651 0.138 -0.053 -0.087
C -2.743621 0.392005 0.645799 0.071 0.033 0.002
C -2.869057 1.764896 0.895584 0.110 -0.067 -0.142
C -3.880187 2.201271 1.703642 -0.135 -0.005 0.103
S -1.569842 -0.212422 -0.538947 0.047 -0.132 -0.129
O -2.271600 -1.097955 -1.398678 -0.091 0.021 0.009
O -0.835550 0.928801 -1.129259 0.129 -0.184 -0.184
N -0.316497 -0.964843 0.243878 -0.020 -0.017 0.035
C -0.059839 -2.207608 -0.418080 0.002 0.018 -0.042
N -0.674089 -3.330689 -0.220613 0.008 0.006 0.009
C -0.280669 -4.335826 -1.016001 0.010 -0.017 0.015
C 0.708641 -4.186248 -1.986741 0.002 -0.004 -0.003
C 1.314444 -2.954601 -2.116870 0.059 -0.006 0.071
N 0.914604 -1.961157 -1.307371 -0.147 0.075 -0.162
H -6.441650 1.007672 3.449534 -0.004 0.002 0.003
H -5.933305 2.642631 3.232712 -0.004 0.002 0.003
H -5.307127 -0.869922 2.452712 -0.011 0.017 0.011
H -3.493501 -1.617882 0.963825 0.014 0.000 -0.004
H -2.203481 2.472726 0.421043 0.015 -0.014 -0.002
H -4.020522 3.257156 1.898360 -0.015 -0.004 0.011
H -0.776571 -5.287349 -0.868374 -0.002 0.000 -0.008
H 0.994276 -5.009843 -2.624986 -0.006 -0.005 0.004
H 2.091357 -2.748749 -2.840373 -0.012 0.012 -0.010
```
Positions in Å, forces in eV/Å.

---

Record 3
Below is a gas-phase ion, C19H21N2O2 (charge +1), with properties calculated with the ωB97M-V functional and the def2-TZVPD basis.

Values from the calculation:
* SMILES string: CCn1c(C)[n+](Cc2ccccc2)c2ccc(C(=O)OC)cc21
* HOMO level: -12.36 eV
* orbital gap: 9.3 eV
* charge: +1

XYZ file:
```
44
Properties=species:S:1:pos:R:3:forces:R:3
C -1.060765 -4.019138 -0.041553 0.036 0.130 0.163
C -0.523431 -2.981294 0.938256 -0.192 -0.729 0.064
N -0.070411 -1.794111 0.244054 0.534 0.415 -0.206
C 1.141235 -1.563695 -0.273005 0.026 -0.062 0.047
C 2.314522 -2.454742 -0.204562 0.140 -0.129 0.039
N 1.160455 -0.374818 -0.888756 -0.385 -0.458 0.173
C 2.325262 0.228439 -1.502629 0.668 0.274 -0.072
C 3.315342 0.695947 -0.458664 0.040 -0.009 -0.041
C 4.646800 0.308278 -0.525316 -0.136 0.065 -0.071
C 5.549271 0.751734 0.426740 0.066 0.004 0.045
C 5.124393 1.574934 1.455523 0.054 -0.017 -0.012
C 3.795732 1.960193 1.528507 -0.074 0.025 0.027
C 2.893514 1.524668 0.574407 0.028 -0.040 -0.050
C -0.085969 0.202530 -0.768555 -0.858 -0.217 0.318
C -0.601510 1.416668 -1.208084 0.064 -0.074 0.029
C -1.922195 1.675372 -0.916456 -0.050 -0.050 0.046
C -2.718025 0.760172 -0.210812 0.113 -0.122 0.026
C -4.142287 1.148525 0.043227 -0.047 0.133 -0.049
O -4.610626 2.197368 -0.310501 0.009 -0.059 0.024
O -4.813605 0.202638 0.698356 0.371 -0.230 -0.004
C -6.180901 0.493086 0.980640 -0.448 0.238 0.026
C -2.211203 -0.450386 0.233771 0.011 0.110 -0.060
C -0.880079 -0.713024 -0.053350 0.060 0.842 -0.427
H -1.420362 -4.883947 0.507486 -0.042 -0.101 0.027
H -0.284127 -4.346284 -0.728355 0.069 -0.040 -0.070
H -1.886309 -3.610117 -0.618508 -0.072 0.016 -0.069
H 0.302498 -3.392463 1.521392 -0.105 0.149 0.014
H -1.308370 -2.675515 1.632004 0.180 0.041 0.011
H 2.605942 -2.769146 -1.207665 -0.016 -0.019 -0.038
H 3.161120 -1.921526 0.229973 -0.018 0.003 0.031
H 2.112018 -3.342113 0.385761 -0.020 -0.021 0.006
H 2.795335 -0.497035 -2.171750 -0.110 0.103 0.000
H 1.981462 1.074289 -2.101805 -0.038 -0.193 -0.018
H 4.983816 -0.328351 -1.330669 0.039 -0.093 -0.102
H 6.583740 0.452758 0.362824 0.106 -0.028 0.004
H 5.827745 1.920116 2.196673 0.073 0.032 0.076
H 3.461697 2.606748 2.324880 -0.025 0.067 0.082
H 1.859923 1.836847 0.630081 -0.120 0.053 0.032
H -0.002724 2.130879 -1.749202 0.066 0.085 -0.066
H -2.384346 2.599768 -1.227588 -0.013 0.066 -0.032
H -6.730875 0.655507 0.052366 0.041 -0.032 0.085
H -6.256050 1.391323 1.595510 0.002 -0.092 -0.039
H -6.570796 -0.370455 1.512261 0.043 0.046 -0.035
H -2.839605 -1.140328 0.771358 -0.071 -0.082 0.064
```
Positions in Å, forces in eV/Å.

---

Record 4
Below is a single C19H21N3O3S molecule, with properties calculated with the ωB97M-V functional and the def2-TZVPD basis.

Values from the calculation:
* SMILES string: COc1ccc(S(=O)(=O)N2CCC(c3nc4ccccc4[nH]3)CC2)cc1
* HOMO level: -8.67 eV
* orbital gap: 9.1 eV
* charge: 0

XYZ file:
```
47
Properties=species:S:1:pos:R:3:forces:R:3
C -3.305774 -3.143129 0.681159 -0.158 0.003 0.239
O -2.405536 -3.039067 -0.397377 0.281 0.027 -0.265
C -1.149863 -2.591861 -0.160361 0.204 0.034 -0.049
C -0.316631 -2.496940 -1.280750 -0.128 -0.010 0.105
C 0.974327 -2.033512 -1.152228 -0.081 -0.140 -0.112
C 1.452407 -1.677388 0.098119 0.722 0.365 0.134
S 3.038442 -0.862519 0.236789 0.104 0.033 0.106
O 3.549257 -1.029012 1.566840 -0.370 0.060 0.087
O 3.870223 -1.230777 -0.869219 -0.330 0.044 -0.251
N 2.648047 0.759241 0.057724 0.556 -0.835 0.132
C 2.105812 1.051825 -1.256815 -0.049 -0.013 -0.817
C 1.815945 2.540291 -1.427170 -0.159 -0.220 0.148
C 0.931712 3.053164 -0.287752 0.234 0.244 -0.017
C -0.414138 2.400709 -0.281179 -0.075 0.185 -0.019
N -0.818978 1.453828 -1.073765 0.382 0.031 -0.385
C -2.085940 1.122576 -0.665131 -0.400 0.372 0.612
C -2.970556 0.170241 -1.155925 0.043 0.104 0.075
C -4.192186 0.051664 -0.526307 -0.078 -0.126 -0.113
C -4.538642 0.852025 0.564218 -0.072 0.053 0.107
C -3.674939 1.806512 1.065501 -0.024 0.091 0.115
C -2.447473 1.931038 0.437482 -0.193 -0.501 -0.410
N -1.359873 2.739866 0.654411 0.103 0.090 0.088
C 1.659637 2.763256 1.034008 -0.043 -0.237 -0.108
C 1.863642 1.258531 1.163599 -0.178 0.252 0.724
C 0.649296 -1.787866 1.215048 0.053 -0.062 0.067
C -0.652596 -2.245063 1.094338 -0.254 -0.074 0.006
H -4.235550 -3.511741 0.251259 0.037 0.027 0.074
H -3.483414 -2.168775 1.146791 0.023 -0.040 -0.020
H -2.950268 -3.853820 1.433604 0.006 0.026 -0.032
H -0.715062 -2.785694 -2.239989 -0.033 -0.040 -0.130
H 1.632593 -1.956653 -2.002649 0.007 -0.001 -0.168
H 2.855869 0.718562 -1.974931 -0.123 0.115 -0.099
H 1.171186 0.503637 -1.428611 0.236 0.098 -0.038
H 2.749890 3.103718 -1.423826 0.003 0.054 -0.026
H 1.315545 2.685031 -2.384022 0.052 -0.003 -0.043
H 0.789814 4.136441 -0.394692 0.009 -0.099 0.002
H -2.700901 -0.449132 -1.995234 0.040 -0.094 -0.115
H -4.903879 -0.677325 -0.884336 -0.063 -0.073 -0.040
H -5.506901 0.722316 1.024951 -0.074 0.001 0.036
H -3.945479 2.426655 1.907278 -0.064 0.037 0.081
H -1.279522 3.455132 1.356997 0.043 -0.053 -0.065
H 1.092049 3.126734 1.892664 0.040 -0.006 0.032
H 2.629070 3.261761 1.023991 0.014 0.072 0.049
H 2.416737 1.009687 2.070621 -0.198 0.119 0.035
H 0.878411 0.765271 1.203011 0.062 0.081 0.071
H 1.059447 -1.532295 2.179728 -0.035 0.032 0.138
H -1.267363 -2.321689 1.976830 -0.068 -0.025 0.058
```
Positions in Å, forces in eV/Å.

---

charge of number 1 (C19H21I2NO4S)?
0

---

Among the records above, which one has the highest charge?
C19H21IrN4O2S